The following is a quantum chemistry calculation of an isolated ion of composition C6H10N and charge +1, from OMol25.

Last column: Löwdin charge in e.
Cartesian coordinates (Å):
C (1.07, 1.23, 0.82)  -0.0301
C (0.14, 0.38, 0.02)  -0.3697
C (-1.29, -0.15, 0.57)  -0.0319
N (-1.43, -1.58, 0.17)  0.1253
C (-0.37, -1.79, -0.57)  0.0825
C (0.81, -0.75, -0.79)  -0.0904
C (0.25, 0.47, -1.45)  -0.0310
H (1.04, 1.04, 2.01)  0.1463
H (0.80, 2.25, 0.73)  0.0625
H (2.13, 1.17, 0.43)  0.1150
H (-1.42, -0.03, 1.69)  0.1517
H (-2.07, 0.34, -0.03)  0.1397
H (-2.39, -1.89, 0.25)  0.1898
H (-0.14, -2.78, -0.79)  0.1206
H (1.74, -1.31, -0.88)  0.1590
H (-0.52, 0.32, -2.15)  0.1107
H (1.11, 1.03, -1.87)  0.1502

Values from the calculation:
- energy (eV) = -7864.87203
- frontier orbital gap (eV) = 10.18
- SMILES = C[C@]12C[NH+]=C[C@H]1C2
- E_HOMO (eV) = -15.0
- energy relative to the best compared isomer or geometry (same formula, charge and spin) (kcal/mol) = 34.0
- charge = +1